57
Properties=species:S:1:pos:R:3:forces:R:3:nbo_charge:R:1 method="wB97M-V/def2-TZVPD" total_charge=-1 molar_mass_g_mol=548.07 orbital_gap_ev="4.40 / 4.70" e_above_lowest_kcal_mol=1.8 total_energy_ha=-1272.936092
O 0.0618 0.3105 -2.7566 0.71 -0.49 -1.52 -0.522
C 0.9297 0.1258 -3.9386 -0.09 0.16 0.46 -0.068
C 0.0882 1.0795 -4.7816 0.07 -0.07 0.38 -0.452
H 0.9285 -0.9228 -4.2613 0.13 0.30 0.05 0.186
H 1.9455 0.5271 -3.8212 -0.05 -0.46 0.48 0.167
C -0.8439 1.0917 -3.5733 -0.16 0.20 -0.02 0.271
H -0.3374 0.6716 -5.6825 -0.06 0.07 -0.14 0.201
H 0.5399 2.0527 -4.9433 0.22 0.05 -0.23 0.192
C -2.1192 0.3662 -3.9537 -0.16 0.02 0.32 -0.626
H -1.8455 -0.5271 -4.5279 -0.23 0.06 0.13 0.207
H -2.6912 1.0496 -4.5833 -0.09 -0.09 -0.23 0.194
H -2.7554 0.0914 -3.1131 0.16 0.02 0.09 0.229
C -1.0107 2.4534 -2.9620 -0.31 0.06 0.18 -0.631
H -0.0315 2.9412 -2.8875 -0.23 -0.06 0.13 0.206
H -1.4738 2.3655 -1.9751 0.29 0.14 -0.18 0.252
H -1.6520 3.0396 -3.6157 -0.13 0.31 -0.07 0.187
Hg 0.9558 -3.9042 -1.8931 -0.40 0.36 0.03 0.254
C 0.7864 1.8842 1.5951 0.30 -0.76 0.37 -0.165
C 1.7599 0.8417 1.5852 -0.20 -0.25 -0.99 -0.381
C 2.1288 0.6147 0.2283 0.00 0.64 1.58 -0.225
H 2.1257 0.2977 2.4513 -0.25 -0.05 -0.18 0.191
C 1.5230 1.6349 -0.5684 -1.34 1.26 1.10 -0.277
C 0.6647 2.3979 0.2727 1.05 -0.72 -1.75 -0.307
H -0.0072 3.1895 -0.0604 0.27 -0.24 0.18 0.200
H 0.1879 2.1809 2.4544 0.38 0.11 -0.18 0.197
H 2.7827 -0.1745 -0.1268 0.05 0.16 0.02 0.189
H 1.6921 1.8155 -1.6196 -0.15 -0.19 0.07 0.195
C -1.7121 -0.0938 1.7162 0.35 -0.92 -0.98 -0.307
C -2.0614 1.1361 1.0826 -0.34 -0.06 -0.63 -0.236
C -2.4697 0.8463 -0.2496 0.18 -0.77 0.31 -0.383
H -1.9941 2.1310 1.5214 -0.32 -0.33 -0.01 0.190
C -2.2687 -0.5483 -0.4749 -0.09 1.07 0.57 -0.255
C -1.7781 -1.1246 0.7365 -0.19 1.05 0.86 -0.354
H -1.5073 -2.1621 0.8997 -0.13 0.05 -0.06 0.181
H -1.4366 -0.2160 2.7574 0.16 0.03 -0.14 0.189
H -2.8897 1.5641 -0.9536 0.18 -0.28 0.22 0.184
H -2.4681 -1.0747 -1.4019 0.09 0.00 0.18 0.186
O 0.3872 -1.3824 -6.6294 0.01 0.01 -1.92 -0.536
C 0.0447 -0.5257 -7.7572 0.08 0.45 0.64 -0.077
C 0.5635 -1.1385 -9.0619 -0.31 -0.10 0.39 -0.434
H 0.5053 0.4703 -7.6175 -0.13 -0.38 0.14 0.172
H -1.0463 -0.3788 -7.7572 0.32 -0.13 0.06 0.188
C 1.4896 -2.2807 -8.6175 -0.28 0.06 0.26 -0.436
H 1.0944 -0.3831 -9.6406 -0.06 -0.08 -0.07 0.210
H -0.2802 -1.5012 -9.6490 0.14 -0.06 -0.11 0.206
C 1.3585 -2.3433 -7.0833 0.21 0.10 0.62 -0.070
H 2.5150 -2.0771 -8.9202 0.03 -0.16 0.03 0.210
H 1.1652 -3.2266 -9.0448 0.15 -0.03 -0.15 0.210
H 2.3204 -2.1100 -6.5947 -0.26 -0.13 -0.13 0.173
H 1.0265 -3.3308 -6.7321 0.13 0.24 -0.10 0.185
C 1.4740 -3.2093 1.9193 -0.08 -0.25 -0.72 -0.264
O 2.4622 -4.0775 1.2577 -0.17 0.13 0.06 -0.536
C 2.3865 -4.3903 -0.0376 1.31 -1.08 -0.50 0.537
O 3.1861 -5.1259 -0.5946 -1.09 1.17 1.37 -0.616
H 1.2675 -2.3253 1.2938 0.14 -0.22 0.42 0.233
H 1.8957 -2.9571 2.9025 0.01 0.00 -0.60 0.202
H 0.5479 -3.7758 2.0711 0.21 0.10 -0.10 0.186